{
  "formula": "C40H43P2ScSi",
  "method": "ωB97M-V/def2-TZVPD",
  "relative_energy_kcal_mol": 33.16,
  "lumo_ev": -7.2,
  "orbital_gap_ha": 0.243,
  "e_homo_ev": -13.798,
  "total_charge": 2,
  "symbols": ["C", "C", "C", "C", "C", "C", "P", "C", "C", "C", "C", "C", "C", "Sc", "P", "C", "C", "C", "C", "C", "C", "C", "C", "C", "C", "C", "C", "C", "C", "C", "C", "C", "C", "C", "C", "C", "C", "C", "C", "H", "H", "H", "H", "H", "H", "H", "H", "H", "H", "H", "H", "H", "H", "H", "H", "H", "H", "H", "H", "H", "H", "H", "H", "H", "H", "H", "H", "H", "H", "H", "H", "C", "Si", "C", "C", "C", "H", "H", "H", "H", "H", "H", "H", "H", "H", "H", "H"],
  "xyz": [[0.2154, -1.7066, -3.1143], [-0.8787, -1.9185, -2.2732], [-2.1684, -1.9744, -2.7966], [-2.3694, -1.6576, -4.1415], [-1.2862, -1.2479, -4.9462], [0.0206, -1.2791, -4.4218], [-0.5483, -2.0050, -0.4788], [-1.6120, -3.2398, 0.2010], [-2.8516, -2.7902, 0.6943], [-3.8090, -3.7280, 1.0898], [-3.4947, -5.1018, 1.0566], [-2.2306, -5.5311, 0.6494], [-1.2746, -4.5929, 0.2665], [1.2244, -0.3371, 0.2596], [0.2149, 2.0299, -0.5232], [-1.1760, 2.0786, -1.6970], [-1.1056, 2.4323, -3.0575], [-2.2214, 2.2247, -3.8909], [-3.4368, 1.7504, -3.3418], [-3.5200, 1.4834, -1.9761], [-2.3885, 1.6008, -1.1746], [-0.0378, 3.3572, 0.7057], [1.0585, 3.6967, 1.5243], [0.8910, 4.6305, 2.5482], [-0.3651, 5.2145, 2.7676], [-1.4432, 4.8344, 1.9651], [-1.3093, 3.9100, 0.9381], [1.9256, 2.5450, -1.0520], [3.0159, 1.6396, -0.9577], [4.1321, 1.8277, -1.7798], [4.2323, 2.9890, -2.5522], [3.1981, 3.9159, -2.5758], [2.0236, 3.6939, -1.8554], [1.1087, -2.7052, -0.2235], [1.7827, -3.5520, -1.1204], [3.1523, -3.7810, -0.9523], [3.8943, -3.0897, 0.0291], [3.2396, -2.2998, 0.9876], [1.8008, -2.3440, 1.0073], [2.0401, 3.2545, 1.3045], [1.7830, 4.8905, 3.1464], [-0.4572, 5.9711, 3.5767], [-2.4173, 5.2721, 2.1538], [-2.1499, 3.6382, 0.2842], [-0.1919, 2.8693, -3.4574], [-2.1719, 2.4272, -4.9752], [-4.3185, 1.6198, -4.0015], [-4.4811, 1.1837, -1.5486], [-2.4448, 1.2778, -0.1287], [2.9172, 0.6302, -0.4479], [4.8745, 1.0302, -1.8604], [5.0827, 3.0893, -3.2366], [3.2570, 4.8026, -3.2184], [1.1575, 4.3544, -1.9285], [1.2042, -3.9913, -1.9392], [3.6421, -4.5259, -1.6115], [4.9881, -3.2475, 0.0536], [3.8403, -1.7801, 1.7549], [1.2217, -2.0380, 1.9067], [-3.0557, -1.7057, 0.7268], [-4.8022, -3.3876, 1.4192], [-4.2418, -5.8475, 1.3487], [-1.9797, -6.5999, 0.6021], [-0.2730, -4.8993, -0.0416], [-2.9912, -2.2260, -2.1436], [-3.3749, -1.7174, -4.5699], [-1.4369, -1.0381, -6.0135], [0.8816, -1.0066, -5.0576], [1.2196, -1.7340, -2.7088], [1.1629, 0.3389, -1.5530], [1.7258, -0.4186, -1.6212], [1.0507, -1.7811, 4.6063], [0.2020, -0.1600, 3.9779], [-1.4627, -0.1277, 4.8899], [1.1128, 1.3980, 4.6652], [0.0661, -0.0357, 2.1337], [0.7477, -1.9404, 5.6700], [2.1612, -1.7615, 4.5790], [0.7104, -2.6647, 4.0596], [-1.3789, -0.1716, 5.9881], [-2.0206, 0.7821, 4.6439], [-2.0868, -0.9679, 4.5747], [2.1763, 1.4237, 4.3658], [0.6557, 2.3168, 4.2573], [1.1182, 1.4650, 5.7774], [-1.0147, -0.2862, 1.8987], [0.1487, 1.0518, 1.9100]]
}